Computed, not measured: a molecular structure, C44H45FN9O12S2Ti at a distorted geometry, with ωB97M-V with the def2-TZVPD basis set.

Geometry as ORCA input:
```
! wB97M-V def2-TZVPD RIJCOSX def2/J DEFGRID3
* xyz 0 2
Ti 0.0044 0.0382 0.1754
C 0.9103 -2.8581 2.2492
C 1.2175 -2.4519 0.9860
C -0.0446 -2.2035 0.2506
C -1.1064 -2.6016 1.1963
C -0.5371 -2.9785 2.3687
C -1.2424 -3.4792 3.5887
C -2.5707 -2.5581 0.8882
C -0.1733 -2.8126 -1.1405
C 2.5729 -2.3891 0.3483
C 1.8534 -3.1861 3.3631
H -1.2056 -4.5712 3.6512
H -2.2937 -3.1881 3.5921
H -0.7923 -3.1014 4.5101
H -2.9963 -3.5621 0.7924
H -2.7653 -2.0251 -0.0426
H -3.1257 -2.0450 1.6781
H -0.9794 -2.3564 -1.7212
H -0.3926 -3.8833 -1.0637
H 0.7522 -2.7106 -1.7096
H 2.6767 -3.1621 -0.4219
H 3.3627 -2.5631 1.0797
H 2.7851 -1.4273 -0.1239
H 1.9066 -4.2636 3.5454
H 1.5291 -2.7253 4.3011
H 2.8636 -2.8327 3.1579
F 4.4939 -2.2010 -4.3630
C 3.2758 -1.6739 -4.6046
C 2.5201 -1.2090 -3.5729
C 1.2905 -0.6047 -3.8571
C 0.4960 -0.0989 -2.7546
O 0.9556 -0.2099 -1.5881
C -0.8072 0.3590 -3.0741
C -1.1446 0.5178 -4.3831
N -0.3515 0.1826 -5.4170
C -0.7279 0.4757 -6.7783
C -2.1659 0.5425 -7.1688
C -1.3195 -0.6089 -7.6348
C 0.8576 -0.4557 -5.1734
C 1.6424 -0.9665 -6.2176
C 2.8477 -1.5755 -5.9354
N 3.6333 -2.0904 -7.0038
C 4.1296 -1.1755 -8.0139
C 3.9814 -1.8647 -9.3918
N 3.6987 -3.3110 -9.1087
C 4.7407 -3.8781 -8.1912
C 4.5424 -3.2034 -6.8090
C -1.8461 0.6714 -2.0362
O -2.8309 1.3230 -2.3001
O -1.5994 0.0901 -0.8913
H 2.8943 -1.2286 -2.5578
H -2.0915 0.9794 -4.6216
H -0.0477 1.1738 -7.2518
H -2.4382 1.3051 -7.8833
H -2.9221 0.3341 -6.4272
H -1.0326 -0.6532 -8.6769
H -1.4896 -1.5641 -7.1567
H 1.3081 -0.8888 -7.2428
H 5.1842 -0.9316 -7.8367
H 3.5681 -0.2463 -7.9871
H 4.8922 -1.8166 -9.9848
H 3.1483 -1.4822 -9.9788
H 3.5740 -3.8583 -9.9574
H 2.8309 -3.3051 -8.5570
H 5.7085 -3.6473 -8.6319
H 4.6146 -4.9575 -8.1568
H 5.5196 -2.8932 -6.4291
H 4.1119 -3.9031 -6.0971
C -0.9811 5.6661 -0.0229
N -1.1841 4.2896 0.3775
C -2.3339 3.7345 0.8971
C -2.0776 2.4090 1.0550
N -0.7909 2.1543 0.6525
C -0.2878 3.2981 0.2455
H -1.5075 6.3262 0.6636
H -1.3427 5.8300 -1.0375
H 0.0813 5.8943 0.0162
H -3.2116 4.3256 1.0874
H -2.7108 1.6278 1.4404
H 0.7080 3.4398 -0.1388
O 5.8278 1.5987 -3.1697
S 4.7038 1.3213 -2.3101
O 4.6616 0.0046 -1.7137
N 3.2966 1.6283 -3.0671
C 2.6372 2.6319 -2.5190
S 1.1077 3.1120 -3.0206
C 3.3686 3.2660 -1.3728
C 3.0121 4.3669 -0.6147
C 3.8372 4.7408 0.4378
C 4.9993 4.0319 0.7220
C 5.3748 2.9430 -0.0548
C 4.5406 2.5908 -1.0926
H 2.1149 4.9193 -0.8659
H 3.5750 5.5945 1.0499
H 5.6177 4.3321 1.5574
H 6.2784 2.3873 0.1551
O 3.6350 0.8290 6.6059
N 2.4732 0.4859 6.7041
O 1.9190 0.2272 7.7550
C 1.6917 0.3659 5.4712
C 0.3798 -0.0401 5.5561
C -0.3471 -0.1399 4.3784
C 0.2206 0.0879 3.1081
O -0.4465 -0.0618 2.0186
C 1.5682 0.5665 3.0944
C 2.2921 0.7032 4.2674
N 2.1832 1.0175 1.9200
O 3.1915 1.7485 1.9544
O 1.6927 0.7126 0.7089
N -1.7679 -0.4733 4.5190
O -2.5199 -0.2329 3.5965
O -2.1247 -0.9409 5.5866
H -0.0825 -0.2604 6.5042
H 3.3016 1.0791 4.2313
*
```

Properties
Energy relative to the best compared isomer or geometry (same formula, charge and spin) in eV: 1.214
Energy in hartree: -4844.86122
HOMO-LUMO gap (alpha / beta) in eV: 4.254 / 4.585
LUMO level (alpha / beta) in eV: -1.79 / -1.79

***

Computed, not measured: a molecular structure, C44H45N2O3Si2TeTl, with ωB97M-V with the def2-TZVPD basis set.

Geometry as ORCA input:
```
! wB97M-V def2-TZVPD RIJCOSX def2/J DEFGRID3
* xyz -1 2
Tl -0.3234 -0.9654 -0.1166
C 5.1555 3.1340 2.3735
C 4.2957 2.1443 1.6252
C 4.7092 0.8501 1.4268
C 3.9077 -0.0736 0.6855
C 4.4337 -1.4352 0.5497
O 5.1890 -1.9241 1.3827
C 4.1848 -2.2554 -0.6978
C 4.2874 -3.6399 -0.6240
C 4.2424 -4.4165 -1.7747
C 4.1123 -3.8064 -3.0169
C 4.0042 -2.4230 -3.0952
C 4.0363 -1.6536 -1.9405
C 2.6395 0.2894 0.1923
O 1.8955 -0.5732 -0.4218
C 2.1796 1.6546 0.4073
C 3.0510 2.5403 1.1180
C 0.9266 2.1060 -0.0709
N -0.1283 1.3149 -0.4522
C -1.3097 1.9681 -0.9877
C -2.3051 2.3553 0.1145
Te -4.2666 2.9754 -0.5487
C -3.9759 3.0128 -2.6351
C -4.8157 2.2453 -3.4378
C -4.7026 2.2955 -4.8231
C -3.7380 3.0982 -5.4154
C -2.9012 3.8706 -4.6190
C -3.0299 3.8436 -3.2366
C 0.7580 3.5976 -0.1417
C 1.2732 4.2977 -1.2325
C 1.1413 5.6768 -1.3253
C 0.5067 6.3878 -0.3124
C 0.0141 5.7076 0.7923
C 0.1413 4.3252 0.8733
H 6.0626 2.6552 2.7457
H 4.6225 3.5604 3.2291
H 5.4536 3.9696 1.7333
H 5.6612 0.5039 1.8108
H 4.4240 -4.0929 0.3504
H 4.3201 -5.4953 -1.7044
H 4.0894 -4.4061 -3.9191
H 3.8931 -1.9430 -4.0604
H 3.9494 -0.5757 -1.9972
H 2.7299 3.5594 1.3012
H -1.8048 1.2972 -1.6960
H -1.0252 2.8645 -1.5406
H -1.9369 3.1911 0.6997
H -2.4522 1.5010 0.7711
H -5.5465 1.5898 -2.9800
H -5.3631 1.6957 -5.4377
H -3.6384 3.1206 -6.4937
H -2.1487 4.5044 -5.0739
H -2.3974 4.4761 -2.6267
H 1.7885 3.7406 -2.0073
H 1.5338 6.2007 -2.1893
H 0.4063 7.4644 -0.3811
H -0.4672 6.2539 1.5951
H -0.2144 3.7998 1.7526
C -3.9157 -1.0342 -1.3425
Si -2.9165 -1.2988 0.2440
C -4.0058 -0.6822 1.6616
C -2.9184 -3.2064 0.3684
C -4.1639 -3.7919 0.6539
C -4.3574 -5.1648 0.6487
C -3.2871 -6.0007 0.3546
C -2.0471 -5.4436 0.0841
C -1.8284 -4.0570 0.0821
Si -0.0422 -3.5195 -0.3045
C 0.4127 -4.3435 -1.9219
C 1.0019 -4.2812 1.0480
H -4.9767 -1.2372 -1.1465
H -3.5794 -1.7156 -2.1295
H -3.8383 -0.0114 -1.7217
H -5.0591 -0.8767 1.4308
H -3.9039 0.3948 1.8018
H -3.7619 -1.1730 2.6090
H -5.0128 -3.1512 0.8820
H -5.3358 -5.5795 0.8658
H -3.4197 -7.0766 0.3337
H -1.2181 -6.1118 -0.1362
H 0.4851 -5.4293 -1.7893
H 1.3844 -3.9801 -2.2702
H -0.3300 -4.1388 -2.6971
H 0.8749 -5.3692 1.0633
H 0.7183 -3.8761 2.0215
H 2.0592 -4.0542 0.8835
O 0.2623 -1.2138 2.2028
N 0.3410 -0.6070 3.3343
C 1.2999 0.3305 3.4962
C 1.4252 0.9913 4.7020
C 0.5712 0.6946 5.7474
C -0.4033 -0.2682 5.5538
C -0.5076 -0.9097 4.3348
H 1.9274 0.4959 2.6267
H 2.2023 1.7360 4.8015
H 0.6635 1.2040 6.6973
H -1.0944 -0.5353 6.3409
H -1.2340 -1.6694 4.0881
*
```

Properties
Energy relative to the best compared isomer or geometry (same formula, charge and spin) in eV: 2.569
Energy in hartree: -3058.34950
HOMO-LUMO gap (alpha / beta) in eV: 4.013 / 5.797
LUMO level (alpha / beta) in eV: 2.07 / 2.06